Record 1
Density functional theory data (ωB97M-V with the def2-TZVPD basis set) for 5 unconnected molecules or ions with the total composition C24H31FO6S4.

The HOMO energy comes out at -8.603 eV. Its gap between HOMO and LUMO is 7.6752 eV.

The geometry in XYZ format:
```
66
C24H31FO6S4 ωB97M-V with the def2-TZVPD basis set
C -9.593 -4.863 1.525
C -8.366 -4.838 1.494
C -6.952 -4.360 1.051
C -6.227 -4.933 -0.135
C -4.886 -4.415 -0.538
C -4.264 -3.311 0.275
C -4.999 -2.753 1.481
C -6.338 -3.265 1.888
F -6.979 -2.691 3.007
C -4.240 -1.574 2.234
O -4.163 -1.495 3.450
C -3.543 -0.532 1.258
C -3.599 0.960 1.498
C -2.886 1.823 0.485
C -2.120 1.260 -0.691
C -2.078 -0.218 -0.910
C -2.804 -1.095 0.055
C -2.859 -2.673 -0.114
O -1.908 -3.335 -0.501
H -10.711 -4.909 1.639
H -6.684 -5.774 -0.740
H -4.295 -4.797 -1.427
H -4.152 1.386 2.391
H -2.898 2.944 0.576
H -1.567 1.963 -1.411
H -1.534 -0.698 -1.782
C 2.746 4.029 -1.708
S 1.614 3.075 -0.680
O 0.319 2.970 -1.419
C 1.407 4.333 0.595
H 2.983 3.445 -2.594
H 2.275 4.967 -2.007
H 3.662 4.229 -1.151
H 1.019 5.252 0.152
H 2.366 4.524 1.078
H 0.698 3.960 1.335
C 5.368 1.052 -2.943
S 6.052 2.639 -3.462
O 4.918 3.610 -3.540
C 6.447 2.133 -5.144
H 5.017 1.147 -1.915
H 4.532 0.778 -3.589
H 6.146 0.288 -2.990
H 5.543 1.792 -5.652
H 7.189 1.336 -5.119
H 6.858 2.991 -5.674
C -5.941 -4.519 5.982
S -5.899 -4.567 7.784
O -6.367 -5.918 8.206
C -7.268 -3.419 8.033
H -5.181 -5.203 5.604
H -6.922 -4.832 5.621
H -5.721 -3.507 5.639
H -8.167 -3.800 7.546
H -7.003 -2.442 7.623
H -7.447 -3.325 9.104
C 11.716 3.445 -5.133
S 10.584 2.487 -4.106
O 9.292 2.381 -4.844
C 10.375 3.745 -2.831
H 11.954 2.859 -6.020
H 11.244 4.382 -5.433
H 12.632 3.646 -4.575
H 9.986 4.664 -3.275
H 11.334 3.937 -2.348
H 9.666 3.372 -2.092
```

Atomic partial charges in e from the Mulliken method, atoms 1 to 5:
1 C -0.184
2 C -0.745
3 C 0.628
4 C -0.435
5 C -0.734



Record 2
Density functional theory data (ωB97M-V with the def2-TZVPD basis set) for 2 unconnected molecules or ions with the total composition C5H12O2.

The HOMO energy comes out at -8.337 eV. Its gap between HOMO and LUMO is 9.1022 eV.

The geometry in XYZ format:
```
19
C5H12O2 ωB97M-V with the def2-TZVPD basis set
C 0.623 1.176 -0.152
C 0.200 -0.195 -0.211
C -1.126 0.234 1.078
C 1.177 -1.199 0.359
C -0.475 -0.662 -1.481
O -0.168 2.168 -0.721
O -1.108 -0.672 2.144
H 0.069 2.139 -1.670
H -1.176 -0.160 2.963
H 1.136 1.481 0.760
H 1.722 1.123 -1.092
H -2.028 0.037 0.499
H -1.226 1.246 1.475
H 1.949 -1.431 -0.380
H -1.215 0.062 -1.827
H 0.665 -2.135 0.600
H 1.677 -0.824 1.253
H 0.268 -0.764 -2.278
H -0.966 -1.625 -1.318
```

Atomic partial charges in e from the Mulliken method, atoms 1 to 5:
1 C -1.015
2 C 1.696
3 C -0.632
4 C -1.661
5 C -1.832



Record 3
Density functional theory data (ωB97M-V with the def2-TZVPD basis set) for 2 unconnected molecules or ions with the total composition C4H12N2O3.

As for the net charge: -1. The HOMO energy (alpha / beta) comes out at 0.056 / -3.700 eV. Its gap between HOMO and LUMO (alpha / beta) is 3.7576 / 7.3078 eV. As for the spin multiplicity: 2.

The geometry in XYZ format:
```
21
C4H12N2O3 ωB97M-V with the def2-TZVPD basis set
O 1.698 0.146 0.405
C 0.969 0.453 -0.599
C -0.538 0.695 -0.393
C -0.906 2.201 -0.361
O -0.952 2.731 -1.688
N -0.932 0.134 0.914
C -1.462 -1.211 0.961
N -0.578 -2.169 0.330
H 1.387 0.682 -1.590
H -1.195 0.252 -1.189
H -1.870 2.303 0.176
H -0.134 2.786 0.132
H -1.813 2.524 -2.074
H -0.136 0.250 1.525
H -1.597 -1.421 2.032
H -2.521 -1.146 0.632
H -0.597 -2.232 -0.674
H -0.677 -3.117 0.680
H 3.233 -1.621 0.394
H 1.753 -1.969 0.659
O 2.619 -2.344 0.419
```

Atomic partial charges in e from the Mulliken method, atoms 1 to 5:
1 O -0.783
2 C -0.495
3 C 0.330
4 C -0.928
5 O -0.379



Record 4
Density functional theory data (ωB97M-V with the def2-TZVPD basis set) for a molecular structure, C17H28BeN6O6Se.

The HOMO energy (alpha / beta) comes out at -6.778 / -6.780 eV. Its gap between HOMO and LUMO (alpha / beta) is 6.7919 / 6.7942 eV.

The geometry in XYZ format:
```
59
C17H28BeN6O6Se ωB97M-V with the def2-TZVPD basis set
O -0.814 -0.276 -3.930
H -0.382 -0.828 -4.602
Be -0.044 0.264 -0.068
N 1.361 -0.837 -1.084
N -0.170 -1.490 0.641
N 0.988 1.756 -0.121
N -0.758 1.058 1.346
O 1.579 -0.391 -2.354
O 2.076 1.937 -0.896
O -1.734 0.532 2.083
O -1.158 -1.844 1.472
C 0.436 -2.550 0.092
C 1.373 -2.173 -0.904
C 0.609 2.757 0.659
C -0.487 2.352 1.503
C 2.171 -3.179 -1.674
H 2.202 -2.913 -2.740
H 1.722 -4.189 -1.592
H 3.212 -3.295 -1.331
C 0.051 -3.907 0.545
H -1.044 -3.982 0.567
H 0.407 -4.127 1.560
H 0.430 -4.700 -0.100
C 1.236 4.094 0.771
C -1.200 3.197 2.490
H 1.911 4.247 -0.066
H 1.807 4.185 1.698
H 0.472 4.875 0.784
H -1.972 2.597 2.995
H -1.689 4.032 1.966
H -0.513 3.604 3.247
H 2.064 1.126 -1.504
H -1.670 -0.475 1.824
C -2.286 -0.473 -3.943
H -2.509 -1.477 -4.435
H -2.597 0.412 -4.429
H -2.538 -0.430 -2.885
O -0.964 0.159 -1.190
H 0.135 -0.272 -3.137
H -1.650 0.785 -1.449
C 2.958 0.914 4.998
N 1.703 0.285 4.621
C 1.395 -0.275 3.407
Se 2.607 -0.258 2.045
N 0.110 -0.745 3.543
C -0.383 -0.517 4.818
C -1.615 -0.810 5.380
C -1.780 -0.431 6.718
C -0.755 0.225 7.446
C 0.461 0.527 6.824
C 0.631 0.155 5.504
H 3.173 0.672 6.055
H 2.897 2.009 4.850
H 3.721 0.495 4.327
H -0.353 -1.286 2.783
H -2.380 -1.310 4.767
H -2.719 -0.647 7.224
H -0.939 0.488 8.496
H 1.280 1.031 7.333
```

Atomic partial charges in e from the Mulliken method, atoms 1 to 5:
1 O -0.327
2 H 0.403
3 Be -1.238
4 N 0.753
5 N 1.024



no.,E (eV)
1,-83724.2366
2,-9471.5156
3,-13463.7712
4,-105051.7202